Molecular formula: C2H8N2
Method: DFT, ωB97M-V with the def2-TZVPD basis set

Properties
- net charge = 0
- highest occupied orbital energy (Eh) = -0.346
- Kohn-Sham gap (eV) = 10.60

Last column: Löwdin charge in e.
Geometry (Å):
N: 0.787 1.673 -0.726  -0.04
C: -0.161 0.593 -0.294  -0.43
C: 0.202 -0.539 0.423  -0.37
N: -0.843 -1.663 0.190  -0.01
H: 1.422 1.963 0.130  0.10
H: 1.366 1.385 -1.578  0.09
H: -0.627 0.217 -1.273  0.13
H: -1.023 0.960 0.465  0.15
H: 0.280 0.016 1.446  0.13
H: 1.161 -0.948 0.083  0.11
H: -0.660 -2.436 0.718  -0.01
H: -1.906 -1.223 0.415  0.15